15
Properties=species:S:1:pos:R:3 method="wB97M-V/def2-TZVPD" spin_multiplicity=1 relative_energy_ev=1.657 homo_energy_ev=-7.86 gap_ev=7.6 e_tot_ha=-324.9117
C -0.7430 -2.2201 1.3581
N 0.6771 -1.9100 1.0841
H 0.7030 -1.2225 0.2767
H 1.1332 -1.4909 1.8912
H 1.2338 -2.7286 0.8445
H -1.2715 -1.2773 1.4491
H -0.8469 -2.8319 2.2510
H -1.1737 -2.7342 0.5070
C -0.0681 2.1978 0.2108
C 0.0153 1.1166 -0.8657
O -0.2556 -0.0932 -0.5200
O 0.3226 1.4680 -1.9998
H -0.8767 2.8743 -0.0649
H 0.8629 2.7638 0.2030
H -0.2904 1.8006 1.2013